Here is a structure of composition C27H38BBrNO4ScSe4 from the OMol25 dataset. Energies are from ωB97M-V with the def2-TZVPD basis set.

Geometry (Å):
Sc  -0.016  -0.555  -0.154
C  4.046  5.102  3.372
C  2.900  5.733  2.568
C  3.506  6.751  1.601
C  1.971  6.489  3.530
C  2.124  4.636  1.842
C  1.482  3.644  2.572
C  0.819  2.619  1.931
Br  -0.100  1.353  3.006
C  0.781  2.477  0.528
O  0.221  1.447  -0.038
C  1.366  3.536  -0.219
C  2.024  4.559  0.456
C  1.285  3.534  -1.749
C  -0.180  3.456  -2.208
C  1.884  4.807  -2.356
C  2.076  2.348  -2.311
H  4.608  5.869  3.915
H  4.730  4.574  2.705
H  3.666  4.378  4.094
H  4.048  7.515  2.166
H  2.735  7.249  1.010
H  4.210  6.277  0.914
H  2.523  7.268  4.067
H  1.531  5.815  4.266
H  1.154  6.959  2.978
H  1.490  3.649  3.656
H  2.490  5.334  -0.135
H  -0.740  4.325  -1.849
H  -0.664  2.554  -1.843
H  -0.222  3.446  -3.302
H  1.384  5.710  -1.994
H  1.761  4.766  -3.441
H  2.954  4.893  -2.148
H  1.636  1.400  -2.015
H  3.110  2.380  -1.959
H  2.073  2.380  -3.406
N  -0.284  -4.816  0.813
C  0.130  -3.522  0.911
O  0.017  -2.797  -0.069
C  0.707  -3.075  2.224
C  2.020  -2.300  2.058
H  -0.861  -5.029  0.015
H  -0.403  -5.355  1.651
H  0.790  -3.939  2.895
H  -0.047  -2.396  2.638
H  2.810  -2.983  1.707
H  2.323  -1.943  3.049
Se  -2.523  -0.851  1.029
Se  -3.216  -1.824  -1.003
Se  -2.424  -0.344  -2.635
Se  -0.163  -0.897  -2.929
C  6.842  -0.373  -3.207
C  6.101  0.938  -2.910
C  5.199  1.284  -4.104
C  7.145  2.047  -2.774
C  5.253  0.777  -1.648
C  5.394  1.591  -0.536
C  4.589  1.437  0.608
C  3.636  0.442  0.623
O  2.803  0.115  1.603
B  1.880  -0.997  1.098
O  2.454  -1.244  -0.344
C  3.459  -0.371  -0.518
C  4.257  -0.225  -1.627
H  7.445  -0.279  -4.117
H  6.143  -1.198  -3.346
H  7.503  -0.633  -2.377
H  5.791  1.372  -5.021
H  4.682  2.229  -3.929
H  4.435  0.521  -4.259
H  7.730  2.114  -3.696
H  7.832  1.849  -1.949
H  6.674  3.016  -2.602
H  6.134  2.382  -0.530
H  4.703  2.092  1.464
H  4.080  -0.867  -2.482

Calculated values
charge: -2
E: -14373.0052 hartree
energy relative to the best compared isomer or geometry (same formula, charge and spin): 0.0959 eV